(1)
{"formula": "CH3NS3", "method": "ωB97M-V with the def2-TZVPD basis set", "smiles": "S=C=NS.S", "orbital_gap_ev": 9.21, "relative_energy_kcal_mol": 20.87, "elements": ["S", "S", "C", "S", "H", "N", "H", "H"], "xyz": [[0.00, 1.87, 1.26], [-2.44, 0.10, -1.65], [-1.35, 0.86, -0.79], [0.33, -1.69, 0.07], [1.25, 1.51, 1.02], [-0.54, 1.50, -0.21], [1.16, -2.72, -0.24], [1.60, -1.44, 0.54]]}

=====

(2)
{"formula": "C5H12N2", "method": "ωB97M-V with the def2-TZVPD basis set", "total_charge": -1, "orbital_gap_ev": [2.09, 7.70], "s_squared": 0.751, "relative_energy_kcal_mol": 83.60, "spin_multiplicity": 2, "elements": ["H", "H", "H", "N", "H", "H", "H", "H", "C", "C", "C", "C", "N", "H", "H", "H", "H", "C", "H"], "xyz": [[1.56, 1.85, 2.52], [2.01, 1.61, 0.22], [-2.47, -2.53, -0.98], [-2.02, -1.69, -1.33], [1.86, 0.26, 2.78], [-1.51, 0.57, -1.44], [-0.87, -1.97, 0.42], [-0.07, -0.13, -2.66], [-0.51, -0.05, -0.45], [0.14, 0.61, 0.74], [1.65, 0.75, 0.77], [-0.22, 0.51, -1.77], [2.11, 1.05, 2.17], [2.23, -0.10, 0.47], [-1.46, -2.04, -2.09], [-0.14, 0.04, 1.64], [-0.10, 1.57, -1.90], [-1.21, -1.19, -0.24], [-0.30, 1.60, 0.80]]}

=====

(3)
{"formula": "C21H48Cl6N6O6", "method": "ωB97M-V with the def2-TZVPD basis set", "smiles": "CNC(C)=O.CNC(C)=O.CNC(C)=O.CNC(C)=O.CNC(C)=O.CNC(C)=O.ClCCl.ClCCl.ClCCl", "orbital_gap_ev": 8.63, "relative_energy_kcal_mol": 0.00, "elements": ["H", "H", "N", "O", "C", "Cl", "H", "Cl", "H", "Cl", "H", "H", "C", "C", "O", "Cl", "C", "H", "C", "C", "C", "O", "N", "H", "H", "H", "C", "H", "H", "H", "H", "H", "C", "O", "H", "H", "H", "H", "H", "H", "H", "C", "H", "N", "H", "H", "C", "C", "H", "C", "H", "H", "C", "H", "H", "H", "C", "H", "C", "H", "Cl", "H", "C", "H", "Cl", "H", "O", "H", "N", "H", "N", "H", "C", "H", "H", "C", "C", "H", "C", "H", "H", "H", "O", "N", "H", "H", "H"], "xyz": [[0.75, 2.30, -2.56], [4.64, -2.59, 2.78], [-0.53, -6.28, -2.41], [-4.92, 3.99, -0.26], [-1.08, -2.19, 3.23], [-2.07, -1.48, -0.63], [-0.57, -6.39, -0.34], [-0.01, -0.71, -2.65], [-3.83, 6.42, -0.22], [-3.35, 0.33, -3.75], [5.41, 1.00, 1.60], [2.52, 2.24, -2.49], [-3.37, 5.65, 0.39], [-0.72, 0.92, -5.90], [-0.79, -4.26, -1.42], [-6.11, 0.32, -2.87], [1.57, 5.59, 0.05], [0.94, -5.96, 1.73], [-0.31, -7.02, -1.18], [1.21, -4.93, 1.91], [-4.60, -0.63, -2.94], [-0.23, -4.86, 3.82], [-0.01, 3.08, 3.54], [-0.62, 0.14, -5.15], [-4.33, -0.78, -1.91], [6.31, -0.53, 1.28], [1.60, 2.30, -1.89], [2.66, 2.09, 2.39], [2.66, 5.59, 0.05], [-2.01, 3.48, 3.76], [-1.05, 3.90, 5.16], [-1.00, -2.43, 4.30], [0.60, 2.00, 3.01], [2.40, -1.88, 0.78], [1.71, 3.41, 1.83], [-0.56, -5.01, -4.60], [3.59, -1.32, 3.55], [-0.79, -6.80, -3.23], [1.17, 6.48, -0.42], [2.94, -2.85, 3.15], [-1.76, 1.17, -6.04], [3.35, -1.51, 1.44], [-4.88, -1.53, -3.46], [-0.28, -3.08, 2.43], [1.12, -4.44, 0.94], [3.93, -0.04, 0.18], [-0.41, -1.01, -0.95], [-1.19, 3.14, 4.39], [2.82, 3.73, -0.88], [-0.66, -4.93, -2.44], [-2.13, -2.41, 3.05], [5.40, -0.29, 2.75], [-2.95, 2.07, -0.79], [-2.51, 2.15, -1.80], [-2.30, 5.86, 0.49], [-3.98, 1.80, -0.98], [-0.64, -4.29, -3.79], [2.23, -4.82, 2.29], [3.66, -2.12, 2.80], [1.14, 5.63, 1.06], [0.01, 0.25, -7.36], [0.28, -3.72, -3.91], [-3.74, 4.26, -0.06], [0.47, 3.95, 3.41], [0.23, 2.26, -5.33], [0.71, -7.39, -1.12], [0.32, 0.84, 3.22], [-1.80, 3.77, -0.27], [-2.75, 3.39, -0.23], [-1.50, -3.63, -3.86], [1.87, 3.49, -1.09], [-3.80, 5.83, 1.38], [0.98, 4.40, -0.66], [-2.41, 1.30, -0.25], [-1.43, 2.23, 4.91], [1.68, 2.33, 1.97], [0.20, -4.27, 2.84], [0.19, -1.83, -0.57], [5.40, -0.09, 1.68], [-0.88, -1.13, 3.09], [-0.19, -0.15, -0.32], [1.52, 1.77, 1.06], [-0.22, 4.39, -0.92], [4.15, -0.49, 1.05], [0.14, -2.66, 1.62], [-0.95, -7.90, -1.15], [1.73, 1.38, -1.31]]}

=====

(4)
{"formula": "C26H43HfN7O2P", "method": "ωB97M-V with the def2-TZVPD basis set", "total_charge": 3, "orbital_gap_ev": 7.65, "relative_energy_kcal_mol": 15.19, "elements": ["H", "C", "C", "C", "H", "H", "H", "N", "C", "H", "H", "H", "N", "C", "H", "H", "C", "H", "H", "H", "C", "H", "C", "C", "H", "H", "C", "H", "C", "C", "O", "C", "C", "P", "H", "C", "H", "N", "H", "C", "H", "H", "H", "C", "H", "C", "H", "C", "N", "C", "H", "C", "H", "H", "H", "C", "Hf", "H", "N", "H", "H", "H", "C", "H", "C", "H", "H", "H", "H", "H", "N", "O", "C", "C", "H", "N", "H", "H", "H", "H"], "xyz": [[1.37, 4.83, 3.57], [0.87, -0.03, 5.19], [1.40, -1.44, -3.00], [0.76, 4.02, 3.17], [0.41, -0.95, -2.98], [1.80, -1.34, -4.01], [2.84, -4.86, -2.07], [-0.21, 1.77, -2.81], [-1.63, 3.29, -3.99], [-1.11, 4.92, -1.89], [-4.17, -0.22, -2.74], [-5.51, -0.53, -1.63], [1.03, 1.52, -2.08], [1.26, -3.77, -3.83], [-2.49, 2.79, -3.54], [1.64, 3.98, -3.03], [0.73, -0.78, 4.02], [2.32, 2.60, 3.35], [-4.18, -1.69, -1.73], [0.35, -2.60, 0.32], [2.09, -5.38, -1.48], [-4.17, 1.89, 0.43], [-0.56, 4.27, 2.78], [0.52, 1.71, 2.54], [0.12, 3.99, -1.06], [0.67, -3.31, -4.62], [0.79, 3.89, -3.71], [-5.57, 0.88, 0.05], [-2.48, 0.10, -0.61], [-1.34, 3.24, 2.28], [2.75, -0.83, -0.01], [-0.42, 3.24, -3.06], [0.36, -2.13, 4.07], [1.03, -0.03, 2.43], [0.74, -0.08, 7.32], [-0.80, 1.97, 2.16], [2.13, -0.94, -2.35], [1.05, -4.45, -1.01], [-2.37, 3.43, 2.01], [2.83, 0.20, 0.75], [0.25, -2.70, 3.16], [-4.46, 0.37, 1.32], [3.39, -0.87, 2.51], [0.95, -3.19, -1.43], [-1.43, 1.15, 1.82], [0.13, -2.73, 5.30], [1.67, -6.20, -2.06], [-4.44, -0.64, -1.78], [-1.31, 0.09, -0.54], [-0.75, 3.90, -1.72], [0.79, -4.70, -3.55], [-4.53, 0.87, 0.36], [-0.97, 5.27, 2.90], [-0.10, 1.32, -3.72], [1.83, 1.58, -2.71], [0.64, -0.65, 6.41], [0.85, -0.11, -0.43], [0.08, -2.46, 7.42], [-3.76, 0.12, -0.68], [3.34, 0.92, 2.74], [-1.90, 4.33, -4.18], [2.59, -5.80, -0.60], [1.30, 2.75, 3.05], [1.14, 1.01, 5.16], [0.31, -4.91, 0.17], [0.54, 4.91, -4.03], [2.26, -3.97, -4.21], [0.12, -5.98, 0.06], [-1.54, 3.34, -1.20], [1.10, 3.35, -4.61], [1.30, -2.84, -2.68], [2.28, 1.25, 0.24], [0.27, -1.99, 6.46], [2.93, 0.07, 2.21], [-0.17, -3.77, 5.34], [0.48, -2.21, -0.61], [-0.66, -4.42, 0.23], [1.15, 2.33, -1.47], [-1.41, 2.82, -4.95], [0.88, -4.76, 1.09]]}

=====

(5)
{"formula": "C4H7NO2", "method": "ωB97M-V with the def2-TZVPD basis set", "orbital_gap_ev": 7.94, "relative_energy_kcal_mol": 193.93, "elements": ["C", "H", "H", "O", "C", "C", "C", "H", "N", "O", "H", "H", "H", "H"], "xyz": [[-0.07, 0.32, -1.07], [-0.43, 2.52, -1.26], [1.87, 1.17, 1.43], [0.92, 1.12, -0.32], [-0.44, 1.65, -0.59], [1.20, 0.34, 1.22], [-0.35, -0.80, -0.15], [0.39, 0.25, 1.93], [-1.04, -1.74, -0.65], [-1.23, -2.75, 0.32], [-1.76, -3.39, -0.16], [1.73, -0.61, 1.13], [-1.05, 1.73, 0.30], [0.24, 0.23, -2.11]]}

=====

(6)
{"formula": "C4H5FeLiO2", "method": "ωB97M-V with the def2-TZVPD basis set", "orbital_gap_ev": [2.77, 4.88], "s_squared": 6.035, "spin_multiplicity": 5, "elements": ["H", "H", "Li", "O", "O", "C", "H", "C", "C", "H", "Fe", "C", "H"], "xyz": [[-1.16, -1.01, 0.68], [-0.46, 1.44, -1.76], [0.27, -1.68, -3.46], [-0.20, -0.44, -2.29], [-0.96, -0.33, 2.58], [1.07, 0.32, -0.41], [0.59, 1.58, -0.56], [0.71, -0.01, 0.95], [0.01, 0.48, -1.43], [1.90, -0.29, -0.78], [-2.67, 0.13, 3.38], [-0.54, -0.43, 1.39], [1.45, 0.25, 1.72]]}